Entry 1:
This record from the OMol25 dataset describes C2H2BrNO2 in the gas phase in a non-equilibrium geometry. The level of theory is ωB97M-V/def2-TZVPD.

Geometry as XYZ:
```
8
Properties=species:S:1:pos:R:3:forces:R:3
O -1.970 0.556 -0.155 -0.473 -0.385 -1.518
N -1.049 0.443 0.598 0.283 0.819 0.741
O -1.125 0.594 1.791 -0.862 0.053 1.739
C 0.327 0.234 0.252 0.700 -1.654 -0.937
C 0.691 -0.466 -0.810 -2.730 0.011 -1.784
Br 2.418 -0.911 -1.280 0.164 -0.112 0.115
H 0.872 0.316 1.150 1.042 0.677 0.432
H -0.163 -0.766 -1.546 1.875 0.590 1.214
```
Forces are in eV/Å.

Values from the calculation:
- Orbital gap: 0.36634 Ha
- E_LUMO: -0.64 eV
- Relative energy (zero: lowest compared OMol25 entry of this formula, charge and spin): 3.539 eV

Atomic partial charges in e from the Löwdin method, atoms 1 to 2: O 0.099; N -0.434

Entry 2:
This record from the OMol25 dataset describes a gas-phase ion, C2H5N4S (charge -1) in a non-equilibrium geometry. The level of theory is ωB97M-V/def2-TZVPD.

Geometry as XYZ:
```
12
Properties=species:S:1:pos:R:3:forces:R:3
C -1.876 -2.175 0.252 4.627 -3.241 4.012
C 0.856 1.628 -0.031 -2.509 -1.620 -0.875
N -1.188 0.707 0.009 4.074 6.605 0.845
N -2.418 -1.243 -0.331 -3.907 3.442 -3.823
N 0.047 0.373 0.039 1.400 -1.148 -0.424
N -2.204 0.033 0.010 -6.020 -3.608 -1.063
S -3.680 0.889 0.054 0.474 0.112 0.149
H -1.035 -1.916 0.850 0.962 -0.014 1.093
H -1.876 -3.210 0.071 -0.967 -1.131 -1.009
H 0.259 2.463 0.243 -0.357 0.820 1.096
H 1.755 1.460 0.438 1.958 -0.077 1.648
H 1.113 1.874 -1.029 0.263 -0.140 -1.649
```
Forces are in eV/Å.

Values from the calculation:
- Orbital gap (spin up / spin down): 0.14743 / 0.22585 Ha
- <S²>: 2.025
- Total charge: -1
- E_LUMO (spin up / spin down): 3.95 / 2.62 eV
- Relative energy (zero: lowest compared OMol25 entry of this formula, charge and spin): 2.419 eV
- Multiplicity: 3

Atomic partial charges in e from the Löwdin method, atoms 1 to 2: C -0.216; C -0.156

Entry 3:
This record from the OMol25 dataset describes a molecular structure, CHBr3 in a non-equilibrium geometry. The level of theory is ωB97M-V/def2-TZVPD.

Geometry as XYZ:
```
5
Properties=species:S:1:pos:R:3:forces:R:3
C -0.057 0.079 -0.078 0.259 -0.088 0.502
Br 1.891 0.156 0.240 -1.001 0.005 -0.204
Br -1.004 0.203 1.693 0.484 -0.566 -1.305
Br -0.454 -1.446 -1.302 -0.013 1.087 1.174
H -0.377 1.007 -0.552 0.272 -0.438 -0.167
```
Forces are in eV/Å.

Values from the calculation:
- Orbital gap: 0.36212 Ha
- E_LUMO: -0.59 eV
- Relative energy (zero: lowest compared OMol25 entry of this formula, charge and spin): 0.246 eV

Atomic partial charges in e from the Löwdin method, atoms 1 to 2: C -1.495; Br 0.511

Entry 4:
This record from the OMol25 dataset describes a molecular structure, C23H35Cl2N4O7PTa in a non-equilibrium geometry. The level of theory is ωB97M-V/def2-TZVPD.

Geometry as XYZ:
```
73
Properties=species:S:1:pos:R:3:forces:R:3
Ta 0.096 -0.003 0.237 -0.436 1.496 0.575
C -2.536 -3.961 2.596 -0.058 0.004 0.009
O -2.212 -2.532 2.534 -0.031 0.041 -0.145
C -1.583 -2.022 1.545 0.246 -0.194 0.068
O -1.346 -0.775 1.551 0.034 -0.507 -0.216
N -1.126 -2.769 0.516 -0.141 0.153 0.044
N -0.455 -2.095 -0.535 0.185 -0.004 0.173
H -3.118 -4.066 3.503 0.020 -0.014 -0.004
H -1.614 -4.536 2.669 0.007 0.000 -0.005
H -3.139 -4.236 1.732 0.017 0.003 -0.002
H -1.183 -3.779 0.487 0.019 0.033 -0.008
H -0.948 -2.271 -1.411 0.084 0.162 0.018
H 0.531 -2.469 -0.582 -0.317 -0.537 -0.095
Cl 4.435 4.154 -4.048 -0.015 -0.026 0.015
C 3.481 3.003 -3.225 0.025 0.054 -0.013
C 3.450 1.683 -3.676 -0.016 -0.101 -0.009
C 2.687 0.706 -3.033 0.166 0.148 0.025
Cl 2.656 -0.906 -3.593 0.013 -0.072 -0.043
C 1.967 1.067 -1.915 -0.231 -0.032 0.132
O 1.207 0.149 -1.250 0.248 -0.058 -0.342
C 1.957 2.407 -1.461 0.082 -0.109 -0.125
C 1.082 2.815 -0.431 0.024 -0.032 0.085
O 0.280 2.046 0.180 -0.063 0.055 -0.247
C 2.730 3.377 -2.125 -0.022 -0.075 -0.010
H 4.032 1.405 -4.547 -0.004 0.002 -0.002
H 1.061 3.867 -0.141 -0.041 -0.007 0.019
H 2.731 4.408 -1.791 -0.013 -0.002 0.023
C 1.369 -2.208 4.557 -0.031 -0.007 0.011
C 2.128 -0.891 4.535 0.068 0.083 0.017
C 2.798 -0.528 3.166 0.040 -0.007 0.007
C 3.578 0.797 3.286 -0.007 0.005 0.009
C 4.239 1.223 1.981 -0.004 0.012 -0.007
C 3.754 -1.666 2.796 -0.043 0.041 0.041
O 4.783 -1.836 3.368 0.013 -0.033 0.016
N 3.363 -2.551 1.762 -0.006 -0.004 -0.060
C 2.264 -2.441 0.983 0.020 -0.095 0.227
O 1.953 -3.207 0.092 -0.038 0.113 -0.108
N 1.431 -1.341 1.257 0.260 -0.030 0.078
C 1.725 -0.417 2.166 0.004 -0.454 -0.186
O 0.931 0.590 2.032 0.116 0.167 0.138
H 0.945 -2.365 5.547 0.002 -0.010 0.001
H 2.017 -3.060 4.347 0.004 -0.005 -0.004
H 0.534 -2.217 3.847 -0.003 0.005 0.007
H 2.954 -0.914 5.247 -0.011 -0.021 0.008
H 1.485 -0.056 4.815 -0.015 -0.006 -0.014
H 4.332 0.643 4.057 0.003 -0.008 -0.009
H 2.892 1.561 3.653 0.003 0.003 -0.013
H 4.963 0.485 1.635 0.006 -0.004 0.000
H 4.777 2.160 2.117 -0.002 0.001 0.002
H 3.503 1.386 1.183 -0.003 -0.002 -0.007
H 3.998 -3.322 1.573 -0.022 0.008 -0.003
C -1.385 2.449 -2.870 -0.009 0.012 -0.006
C -2.358 1.338 -2.491 0.013 -0.039 0.011
P -2.272 0.785 -0.759 -0.168 -0.046 0.005
C -2.712 2.192 0.323 -0.048 -0.004 -0.034
C -4.165 2.659 0.200 0.000 -0.007 -0.006
C -3.584 -0.478 -0.544 0.031 -0.015 -0.030
C -4.804 -0.318 -1.460 0.003 0.010 0.007
H -1.472 2.662 -3.934 -0.022 0.020 0.003
H -0.350 2.163 -2.683 0.009 -0.023 -0.043
H -1.600 3.375 -2.336 0.018 -0.004 0.021
H -2.222 0.457 -3.124 0.034 -0.002 0.015
H -3.389 1.665 -2.647 0.000 -0.010 -0.003
H -2.025 3.004 0.082 -0.009 -0.004 0.001
H -2.495 1.893 1.353 0.011 -0.005 -0.005
H -4.420 2.942 -0.821 0.000 0.008 0.001
H -4.308 3.537 0.827 0.005 0.000 0.005
H -4.867 1.899 0.539 -0.004 0.003 0.004
H -3.878 -0.427 0.508 0.004 0.005 0.000
H -3.148 -1.467 -0.705 0.004 -0.015 -0.011
H -5.257 0.667 -1.373 -0.013 0.000 -0.002
H -5.559 -1.051 -1.180 0.005 -0.011 -0.001
H -4.550 -0.489 -2.505 0.000 -0.006 -0.004
```
Forces are in eV/Å.

Values from the calculation:
- Orbital gap: 0.25723 Ha
- Total charge: +3
- E_LUMO: -10.38 eV
- Relative energy (zero: lowest compared OMol25 entry of this formula, charge and spin): 0.387 eV

Atomic partial charges in e from the Löwdin method, atoms 1 to 2: Ta 1.884; C 0.061